# 1
C16H24FeN4O3Se as an isolated structure. Source: the OMol25 dataset; level of theory: the ωB97M-V functional and the def2-TZVPD basis.

Calculated values
* largest force on an atom: 3.5 eV/A
* E: -4732.9432 hartree
* ⟨S²⟩: 8.836
* gap between HOMO and LUMO (spin up / spin down): 8.14 / 5.45 eV
* 2S+1: 6
* net charge: +3
* molecular weight: 455.20 u
* energy above the lowest of the compared OMol25 structures with the same formula, charge and spin: 23.9 kcal per mole

Atoms and positions in Å:
Fe (0.75240, 0.82911, -0.06219)
C (-3.31473, -1.06100, 1.72397)
N (-2.08214, -1.83125, 1.59340)
C (-2.08524, -3.20964, 2.09599)
C (-1.00445, -1.17310, 1.10006)
O (-0.97367, 0.06904, 0.89473)
C (0.33098, -2.02604, 1.04563)
O (1.41933, -1.18987, 0.41622)
C (2.73348, -1.20468, 1.11358)
C (3.47731, 0.03482, 0.82176)
O (2.85507, 1.06914, 0.39968)
N (4.80977, -0.10538, 1.05507)
C (5.64449, 1.06085, 1.02718)
C (5.46093, -1.36989, 1.48109)
H (-3.64812, -1.09283, 2.78820)
H (-4.18761, -1.35839, 1.09474)
H (-3.02503, -0.04386, 1.53846)
H (-1.15268, -3.70966, 1.89106)
H (-2.91031, -3.78824, 1.61562)
H (-2.22458, -3.20198, 3.17037)
H (0.19176, -2.98196, 0.46413)
H (0.68123, -2.29317, 2.07006)
H (3.30067, -2.07289, 0.77776)
H (2.53704, -1.30178, 2.21680)
H (5.05975, 1.89607, 0.59603)
H (6.56851, 0.85951, 0.40290)
H (6.04118, 1.32548, 1.99198)
H (5.22682, -1.61446, 2.49541)
H (6.53061, -1.19234, 1.40523)
H (5.21284, -2.20423, 0.75094)
C (-1.89914, 3.46281, -0.11243)
N (-1.49588, 2.50240, -1.19841)
C (-0.21935, 2.10917, -1.55056)
Se (1.26668, 3.18007, -1.30517)
N (-0.28653, 1.12048, -2.53222)
C (-1.65843, 0.94150, -2.85805)
C (-2.30752, 0.04094, -3.63727)
C (-3.74938, 0.08764, -3.70084)
C (-4.45758, 0.99320, -2.89617)
C (-3.79808, 1.79730, -1.99371)
C (-2.36518, 1.75632, -1.96707)
H (-1.02928, 4.08078, 0.11413)
H (-2.17284, 2.88686, 0.78831)
H (-2.74877, 4.06460, -0.43102)
H (0.44975, 1.10673, -3.23768)
H (-1.74458, -0.52067, -4.33518)
H (-4.26713, -0.61723, -4.43614)
H (-5.46421, 1.29840, -3.20667)
H (-4.27816, 2.59133, -1.47969)

# 2
C16H24LiNO15 as an isolated structure. Source: the OMol25 dataset; level of theory: the ωB97M-V functional and the def2-TZVPD basis.

Calculated values
* largest force on an atom: 7.9 eV/A
* E: -1814.7636 hartree
* gap between HOMO and LUMO: 7.27 eV
* net charge: 0
* molecular weight: 477.30 u
* energy above the lowest of the compared OMol25 structures with the same formula, charge and spin: 20.2 kcal per mole

Atoms and positions in Å:
Li (43.02300, 41.79400, 71.81300)
N (44.35800, 42.43300, 70.04900)
O (45.25600, 42.74500, 69.23700)
O (43.96700, 41.28200, 70.17400)
O (43.95000, 43.28000, 70.78400)
C (37.83800, 45.05600, 69.36300)
C (38.56800, 43.72800, 69.62800)
C (39.62600, 43.48400, 68.61400)
O (40.57200, 42.61500, 69.35100)
C (40.37700, 42.84100, 70.65800)
O (41.19000, 42.49200, 71.53600)
O (39.25300, 43.48600, 70.88100)
H (38.77300, 45.90500, 69.35300)
H (37.01800, 45.22500, 70.16600)
H (37.54200, 45.29100, 68.37200)
H (37.74300, 42.99000, 69.76800)
H (40.02400, 44.33400, 68.25600)
H (39.05900, 42.99300, 67.77700)
C (40.69100, 40.37700, 76.93500)
C (40.31900, 39.56100, 75.65600)
C (39.29500, 40.35800, 74.76700)
O (39.97100, 40.44100, 73.50600)
C (41.19300, 39.85200, 73.66800)
O (41.99700, 40.02500, 72.71300)
O (41.37500, 39.38500, 74.84900)
H (40.05000, 40.49700, 77.81500)
H (41.14400, 41.34500, 76.72400)
H (41.68600, 39.67400, 77.16000)
H (39.80600, 38.62400, 75.83400)
H (39.24600, 41.42100, 75.03500)
H (38.23800, 39.82500, 74.93400)
C (45.34100, 39.71600, 77.26400)
C (44.86900, 40.83300, 76.43200)
C (45.97500, 41.90800, 76.22300)
O (46.28500, 41.85300, 74.84100)
C (45.35400, 41.13400, 74.09400)
O (45.24500, 40.99100, 72.95200)
O (44.65000, 40.44300, 75.03500)
H (46.05400, 39.18000, 76.70100)
H (44.70900, 38.98500, 77.51000)
H (45.74300, 39.98700, 78.31500)
H (44.02500, 41.02900, 76.86900)
H (46.83000, 41.67200, 76.94000)
H (45.46400, 42.77300, 76.23000)
C (44.60900, 45.40500, 77.18800)
C (43.28100, 45.10200, 76.51200)
C (42.75900, 46.09600, 75.52400)
O (42.90200, 45.27300, 74.32200)
C (43.08200, 44.01100, 74.56400)
O (43.19700, 43.11600, 73.68200)
O (43.27200, 43.84300, 75.87300)
H (45.43400, 45.15300, 76.49800)
H (44.65000, 44.85900, 78.03100)
H (44.78900, 46.43500, 77.54100)
H (42.39100, 45.09400, 77.23500)
H (43.58100, 46.64900, 75.35000)
H (41.84700, 46.54600, 75.86200)

# 3
C16H24MnNO15 as an isolated structure. Source: the OMol25 dataset; level of theory: the ωB97M-V functional and the def2-TZVPD basis.

Calculated values
* largest force on an atom: 14.4 eV/A
* E: -2957.2497 hartree
* ⟨S²⟩: 8.780
* gap between HOMO and LUMO (spin up / spin down): 6.22 / 5.78 eV
* 2S+1: 6
* net charge: +1
* molecular weight: 525.30 u

Atoms and positions in Å:
Mn (-2.56725, -0.99033, -1.16386)
N (-1.36412, 0.14417, -0.14927)
O (-0.63798, 0.73896, 0.56935)
O (-1.01992, -0.86025, -0.82561)
O (-2.44877, 0.59158, -0.57574)
C (1.19482, 1.55915, 2.60091)
C (1.12297, 0.28462, 1.65594)
C (1.72134, 0.50155, 0.27829)
O (3.00287, 0.18728, 0.65254)
C (3.01858, -0.54294, 1.71647)
O (3.99305, -0.99968, 2.27131)
O (1.74612, -0.81167, 2.05854)
H (1.01307, 1.26782, 3.63541)
H (0.43971, 2.12387, 2.05410)
H (2.12240, 2.08941, 2.38525)
H (0.05141, 0.10570, 1.56730)
H (1.57754, 1.50354, -0.12597)
H (1.25593, -0.18192, -0.43190)
C (0.00877, -1.97584, -3.52071)
C (0.65606, -0.58428, -3.58549)
C (0.53129, 0.23009, -2.22519)
O (1.78624, 0.82616, -2.09543)
C (2.66039, 0.26924, -2.99549)
O (3.86107, 0.49891, -3.14037)
O (2.07947, -0.69800, -3.71773)
H (-1.03057, -1.95804, -3.19279)
H (0.54619, -2.63588, -2.83981)
H (-0.15805, -2.42720, -4.49874)
H (0.24187, -0.11067, -4.47557)
H (0.36192, -0.40765, -1.35761)
H (-0.24906, 0.93839, -2.50350)
C (0.34923, -2.99778, 2.20703)
C (0.52473, -3.31028, 0.72721)
C (-0.48963, -2.69376, -0.10775)
O (0.22924, -2.44247, -1.22870)
C (1.41927, -2.17274, -0.91324)
O (2.25620, -1.56342, -1.56663)
O (1.56484, -2.48294, 0.32774)
H (-0.11331, -2.03261, 2.41344)
H (1.34842, -2.91648, 2.63493)
H (-0.24907, -3.82851, 2.58125)
H (0.62018, -4.37257, 0.50243)
H (-0.92862, -1.76321, 0.25207)
H (-1.24852, -3.46596, -0.23379)
C (-2.91159, 3.19623, -0.38584)
C (-2.71857, 3.33625, 1.10916)
C (-2.81432, 2.04202, 1.90111)
O (-1.61466, 2.02274, 2.68887)
C (-0.75701, 3.02563, 2.24018)
O (0.29552, 3.39013, 2.69733)
O (-1.36247, 3.71598, 1.41562)
H (-2.61144, 2.20907, -0.73732)
H (-2.32484, 3.94673, -0.91554)
H (-3.95929, 3.27124, -0.67704)
H (-3.48882, 4.03881, 1.42732)
H (-2.71714, 1.14898, 1.28376)
H (-3.81542, 2.02305, 2.33187)

# 4
An isolated molecule of C16H24N2O3. Source: the OMol25 dataset; level of theory: the ωB97M-V functional and the def2-TZVPD basis.

Calculated values
* largest force on an atom: 0.7 eV/A
* E: -959.2882 hartree
* gap between HOMO and LUMO: 8.53 eV
* net charge: 0
* SMILES string: COCCCNC[C@H](O)COc1cccc2[nH]c(C)cc12
* molecular weight: 292.38 u
* energy above the lowest of the compared OMol25 structures with the same formula, charge and spin: 42.2 kcal per mole

Atoms and positions in Å:
C (1.26012, -0.86167, 2.93712)
O (2.09389, 0.26904, 2.93594)
C (2.58112, 0.63705, 1.66453)
C (1.51137, 1.18594, 0.72065)
C (2.12218, 1.68014, -0.60125)
N (1.16770, 1.88048, -1.67330)
C (0.28615, 3.02393, -1.50045)
C (-1.00695, 2.84227, -2.30012)
O (-1.58698, 4.11573, -2.46995)
C (-1.99165, 1.90756, -1.57199)
O (-1.44372, 0.61103, -1.53354)
C (-1.83893, -0.24615, -0.54281)
C (-2.95799, -0.09117, 0.25240)
C (-3.26483, -1.01185, 1.25912)
C (-2.47455, -2.11044, 1.50752)
C (-1.35274, -2.27889, 0.70324)
N (-0.38803, -3.24439, 0.71542)
C (0.53868, -2.98243, -0.26440)
C (1.70550, -3.88113, -0.46807)
C (0.18248, -1.84147, -0.92027)
C (-1.02091, -1.36791, -0.32362)
H (1.11257, -1.13121, 3.98176)
H (1.73207, -1.69874, 2.40700)
H (0.28526, -0.66133, 2.47890)
H (3.33174, 1.40634, 1.86500)
H (3.07821, -0.22520, 1.19139)
H (0.79256, 0.39594, 0.49275)
H (0.98229, 1.99448, 1.22832)
H (2.84034, 0.93338, -0.95575)
H (2.66155, 2.61759, -0.44267)
H (0.60147, 1.04223, -1.76633)
H (0.79605, 3.91654, -1.87912)
H (0.01975, 3.21324, -0.45035)
H (-0.75132, 2.39668, -3.27322)
H (-2.36393, 4.03925, -3.03467)
H (-2.95634, 1.89696, -2.10446)
H (-2.15869, 2.29448, -0.55884)
H (-3.62241, 0.74586, 0.10445)
H (-4.14918, -0.84441, 1.85521)
H (-2.71220, -2.81164, 2.29251)
H (-0.36077, -4.03222, 1.33979)
H (1.37679, -4.89006, -0.71889)
H (2.32410, -3.50599, -1.27793)
H (2.31212, -3.94037, 0.43649)
H (0.70604, -1.38748, -1.73753)